Record 1
This record from OMol25 describes a molecular structure, C46H41As2N3O5STi at a distorted geometry. The level of theory is the ωB97M-V functional and the def2-TZVPD basis.

XYZ file:
```
99
Properties=species:S:1:pos:R:3:forces:R:3
H 2.058 -6.839 2.058 -0.0060 0.0006 -0.0134
H -0.062 -1.225 -5.425 0.0220 0.0116 0.0049
H -0.296 1.856 2.301 0.0485 -0.0091 0.0154
H -1.602 -5.309 -0.890 0.0258 0.0081 -0.0017
H 2.330 -0.725 -5.959 -0.0088 -0.0014 0.0165
C 1.114 -5.155 1.152 -0.1727 0.0439 0.0039
C 1.921 3.296 0.850 0.0419 0.1783 0.1645
H 5.768 -0.267 4.880 -0.0135 -0.0050 0.0135
H -2.847 -2.838 -0.281 0.0886 -0.0040 -0.0363
H -4.579 0.589 -1.937 0.0300 -0.0149 0.0160
H 2.510 5.553 3.306 0.0164 -0.0027 -0.0139
C 4.010 4.706 2.023 -0.0165 -0.0042 -0.0009
As 0.442 2.409 0.006 -0.1099 -0.4699 0.0002
C -0.812 -5.650 -0.236 0.0646 -0.0233 0.1167
H 0.156 -0.368 4.985 -0.0223 0.0099 0.0007
C 0.206 -0.826 -3.343 -0.0153 0.1012 -0.0594
C -2.026 1.333 1.119 -0.0177 0.0526 0.0132
C 2.321 -0.282 -2.625 0.7218 0.3590 0.8603
C -1.542 1.802 -2.794 0.0495 -0.0255 -0.1005
C 0.519 4.581 -1.856 -0.0960 0.1361 -0.0919
C 2.824 -0.335 -3.901 0.0176 -0.0815 -0.5115
C -5.972 -2.047 0.717 0.0129 -0.0055 -0.0176
C 1.253 -6.504 1.416 0.0535 -0.0580 0.0504
H -4.942 -3.898 0.382 -0.0144 0.0145 -0.0078
H 4.831 -0.054 2.607 -0.0094 -0.0029 -0.0024
H 4.274 0.017 -1.503 -0.0431 0.0531 -0.0712
H -3.203 5.545 -1.554 0.0156 0.0019 -0.0019
H -5.210 1.805 -3.936 0.0116 0.0111 -0.0185
O 1.286 -2.508 -0.293 -0.3844 -0.4467 -0.0719
C 3.823 -0.407 5.803 0.1098 0.0044 0.0344
C -2.157 5.279 -1.639 0.0258 -0.0429 0.0342
O -0.636 -2.234 1.040 0.1092 -0.1042 -0.3169
C 2.459 -0.402 5.602 -0.0293 -0.0028 -0.0509
C -3.226 2.513 -4.354 0.0114 -0.0069 0.0460
H -1.140 3.013 -4.511 -0.0110 0.0009 0.0057
C 2.712 4.874 2.488 -0.0083 -0.0193 -0.0012
C -1.901 2.491 -3.943 -0.0165 -0.0317 -0.0154
C 4.175 -0.149 3.460 0.0051 -0.0045 -0.0374
C 4.263 3.840 0.970 -0.0323 -0.0144 0.0015
H 1.305 -9.332 0.443 -0.0013 0.0231 -0.0074
C -1.334 5.962 -2.522 0.0205 0.0061 0.0058
H -1.345 -7.712 -0.382 0.0309 0.0010 0.0133
C -3.813 1.136 -2.465 -0.0482 0.1057 -0.0636
C -4.875 -2.817 0.369 -0.0011 0.0056 -0.0014
S -0.112 -3.058 -0.061 0.2503 -0.3885 -0.2836
H -2.953 1.892 1.027 -0.0289 0.0907 0.0289
H -2.312 3.712 -0.202 -0.0118 -0.0220 0.0494
H -0.502 1.789 -2.508 0.0424 -0.0373 0.0090
O 0.586 -0.219 4.136 -0.0066 -0.0324 0.0061
H -0.822 -1.021 -3.076 -0.0608 -0.0295 -0.0155
C -3.561 -0.833 -0.019 -0.1038 0.0356 0.1111
C -5.868 -0.663 0.700 0.0178 -0.0024 -0.0104
C 2.327 -0.057 1.834 0.3606 0.0507 -0.1123
N 1.016 -0.475 -2.346 0.0801 -0.1947 -0.2603
C 1.929 -0.261 4.319 -0.1022 0.0526 0.0930
H -1.733 6.770 -3.121 -0.0002 -0.0163 0.0027
C -4.176 1.822 -3.617 0.0288 0.0116 0.0228
H 5.273 3.709 0.604 -0.0130 0.0042 0.0048
H 1.782 -0.502 6.444 0.0041 0.0159 -0.0110
C 1.960 -0.666 -4.944 0.4097 0.1029 0.0666
C 0.073 -4.739 0.326 0.0593 -0.2287 0.2134
N 2.585 -0.064 -0.327 0.7025 0.0102 1.0114
O -0.901 -2.963 -1.271 0.1272 -0.1116 0.0165
H -3.514 3.055 -5.245 0.0120 -0.0151 0.0040
Ti 0.636 -0.609 -0.213 -1.5003 0.4174 -0.1716
C 0.378 -7.443 0.869 0.0071 -0.0703 0.0016
C 0.007 5.614 -2.629 -0.0315 -0.0365 0.0171
C 0.642 -0.936 -4.657 -0.3166 -0.0294 0.1504
H -0.357 -9.467 1.007 0.0006 0.0301 -0.0113
C -3.676 -2.217 0.002 -0.0911 -0.0064 -0.0607
C -4.671 -0.064 0.338 -0.1091 -0.1037 0.1429
H -2.165 0.609 1.921 -0.0650 -0.0030 0.0606
C 2.791 -0.149 3.224 0.1342 0.1379 -0.0390
H -1.197 3.253 1.709 -0.0806 0.0418 0.0490
C 3.192 -0.061 -1.436 -0.0322 -0.1550 -1.1086
C -0.654 -6.997 0.049 -0.0571 -0.0094 -0.0415
H 0.661 4.329 2.262 -0.0192 0.0033 0.0007
C 4.698 -0.272 4.727 -0.1282 -0.0014 0.0414
C 0.571 -8.912 1.135 -0.0216 0.0474 0.0181
H -4.627 1.016 0.332 0.0143 0.0370 -0.0224
H 0.656 6.149 -3.311 -0.0168 -0.0026 0.0167
As -1.927 0.126 -0.454 -0.3545 0.2386 0.0483
H -6.906 -2.519 0.997 0.0215 0.0032 0.0117
H 4.824 5.255 2.481 -0.0082 -0.0133 -0.0055
H 0.939 -9.088 2.145 0.0005 0.0268 -0.0078
H 3.432 2.461 -0.434 -0.0356 -0.0341 -0.0399
C -0.849 2.255 1.454 -0.0738 -0.0988 -0.0274
C 1.668 4.176 1.899 0.2086 0.0416 0.0894
H 1.570 4.328 -1.948 0.0166 -0.0449 0.0552
H -6.716 -0.046 0.967 0.0074 -0.0136 -0.0026
C -1.645 4.244 -0.865 0.0158 0.1994 -0.1260
H 4.211 -0.512 6.809 -0.0138 -0.0042 -0.0157
C 3.218 3.134 0.385 0.1059 0.1185 0.0734
H 1.801 -4.437 1.580 -0.0075 0.0340 -0.0347
O 1.053 -0.054 1.551 0.6998 0.0806 0.9276
H 3.874 -0.141 -4.073 -0.0307 -0.0304 -0.0256
N 3.246 -0.009 0.883 -0.3121 0.0290 -0.4199
C -0.304 3.894 -0.969 0.0355 0.2050 -0.1520
C -2.492 1.143 -2.017 -0.1850 -0.0780 -0.2408
```
Positions in Å, forces in eV/Å.

Its multiplicity is 2. The net charge is +1. The total energy is -218699.888 eV. The lowest unoccupied orbital energy (spin up / spin down) comes out at -3.28 / -3.34 eV.

Atomic partial charges in e from the natural (NBO) method, atoms 1 to 5: 0.22, 0.24, 0.26, 0.24, 0.24

Record 2
This record from OMol25 describes a molecular structure, C19H26Cl2CuNO4SbTe at a distorted geometry. The level of theory is the ωB97M-V functional and the def2-TZVPD basis.

XYZ file:
```
55
Properties=species:S:1:pos:R:3:forces:R:3
O -0.305 -1.953 -0.086 -0.9282 -3.0997 -2.1952
C -2.771 0.071 4.002 -1.3144 0.8876 -0.4993
H 1.850 3.240 0.963 -0.0091 -0.3146 -0.2216
C 2.390 2.124 -5.014 0.6931 -0.5411 -0.4847
C 2.281 2.611 -3.608 0.9443 -0.0947 1.6827
H -0.875 0.147 -0.878 -0.2468 -0.0713 -0.2393
H 1.594 -1.197 -1.004 -0.2691 -0.6097 1.1907
C -0.459 0.943 3.469 1.9130 -0.2584 -1.2057
H -0.167 -4.012 -2.472 -0.4808 -0.4132 -0.3497
H -2.411 -1.860 0.713 -0.2088 -0.2621 -0.1988
C 0.276 -4.323 -0.039 1.2745 2.5173 0.4729
Sb 1.322 1.067 -2.233 -1.4100 -1.5718 -0.9997
C -3.881 -0.705 3.579 0.1702 -0.8657 -0.4404
O 0.589 0.762 2.757 -1.5712 1.5711 1.4414
H -4.777 -0.808 4.213 0.5476 0.2204 -0.4542
C -2.587 -1.341 1.633 1.7215 1.1044 1.3651
H 3.198 1.340 -5.138 -0.6074 1.0271 0.2643
H 4.048 0.126 -1.343 -0.1106 0.8874 0.0378
Cl 0.746 2.764 5.049 0.9269 0.7627 0.1924
C -0.590 1.858 4.539 -1.9617 -1.3518 0.5517
H -4.572 -2.103 1.938 1.0823 1.4195 0.9989
H -1.232 0.628 -2.654 0.1719 -0.2237 0.9661
H 3.240 2.696 -3.102 0.2445 0.4664 -0.0978
Cu 0.451 -0.968 1.604 0.1075 0.1703 0.3536
H -2.253 2.578 -1.761 -0.4344 -0.1829 0.3805
C -1.634 0.123 3.160 0.0255 -0.2080 0.7617
O 1.890 1.665 -0.364 -0.0830 1.8947 0.3237
C -2.840 1.011 5.057 1.3593 0.5227 0.5648
H 2.593 2.967 -5.702 -0.1270 -0.5288 0.0943
N -1.495 -0.652 2.088 -2.0759 -0.7938 -1.0730
H -0.380 -5.137 -0.141 -0.6851 -1.3717 -0.4693
C -1.757 1.843 5.349 0.1858 -0.2058 -1.3108
C -3.765 -1.397 2.370 -1.2499 -1.0636 -0.3134
C -0.300 -3.071 -0.639 0.0641 2.0571 0.0644
H 1.492 1.586 -5.321 -0.3985 0.1543 -0.1790
C 2.137 -0.897 -1.856 0.9220 1.8806 -0.7941
O 1.257 3.742 -0.926 0.2160 0.4979 0.2696
C -0.820 -3.249 -2.052 0.6864 0.3696 0.1467
H 1.629 3.421 -3.293 0.0829 0.2509 -0.6568
C 3.633 -0.805 -1.675 1.0960 -1.0950 -0.3731
H 4.182 -1.115 -2.594 -0.3575 0.2915 0.3565
H -0.692 -2.362 -2.673 -0.2532 0.2236 0.2483
Te 2.587 -1.950 1.734 1.5547 -0.9831 0.2396
H -0.602 3.061 -1.579 -0.4215 -0.0296 -0.0744
Cl -4.298 1.193 5.992 -0.2956 -0.0636 0.2192
H -1.790 2.587 6.131 -0.2554 -0.1337 0.2273
H -1.350 2.467 -0.123 -0.3784 -0.4469 -1.5895
H 0.377 -4.003 0.983 0.5195 -0.5204 0.7733
C -0.809 0.905 -1.657 0.0306 0.8688 -0.3710
C -1.328 2.305 -1.259 0.8446 0.3624 1.1713
H 1.910 -1.452 -2.740 -0.4367 -0.5452 -0.5048
H 3.961 -1.465 -0.876 -0.1681 -0.4213 0.1849
H -1.872 -3.536 -1.991 0.0912 -0.2188 -0.2637
C 1.653 2.960 -0.086 0.3808 -1.7553 -0.5713
H 1.326 -4.428 -0.445 -1.1183 -0.1632 0.3870
```
Positions in Å, forces in eV/Å.

Its multiplicity is 2. The net charge is -2. The total energy is -113316.613 eV. The lowest unoccupied orbital energy (spin up / spin down) comes out at 4.31 / 4.30 eV.

Atomic partial charges in e from the natural (NBO) method, atoms 1 to 5: -0.62, -0.09, 0.15, -0.66, -0.73

Record 3
This record from OMol25 describes 2 unconnected molecules or ions with the total composition C9H18SSi at a distorted geometry. The level of theory is the ωB97M-V functional and the def2-TZVPD basis.

XYZ file:
```
29
Properties=species:S:1:pos:R:3:forces:R:3
C -3.743 1.001 2.541 0.0995 -3.5849 -1.1736
H -4.691 0.475 2.400 0.0921 0.4304 0.1377
C 2.556 0.092 0.545 0.6008 1.2820 -3.4866
H 2.566 -0.209 -1.799 -1.0908 1.1490 0.6015
H 3.310 1.846 1.514 0.2186 -0.1396 -1.7725
H 1.532 0.316 0.728 -0.7862 0.7981 0.4109
C 1.526 -1.780 -0.687 1.8647 -3.0586 1.7324
Si -2.372 -1.049 0.981 -0.9012 0.7932 -0.2107
H -2.875 0.450 -2.149 -0.6419 -1.0707 0.0195
H -1.466 1.413 -1.945 0.2649 0.5227 0.9776
C -0.618 -1.582 0.614 -1.6753 2.3248 -2.6470
H -2.996 2.198 -2.612 1.3462 -1.6461 0.0255
H 3.563 -1.144 -1.000 -0.9602 0.1092 0.9924
H 4.596 1.072 0.517 -2.0891 0.4940 -0.6677
C -2.602 0.419 2.139 0.4132 0.8247 -0.8718
H 1.546 -2.453 -1.567 -0.0042 0.3736 0.2285
H 1.938 -2.429 0.203 -1.0624 0.8135 -1.4731
H -1.806 1.065 -3.503 -0.8349 -0.2850 -0.3618
H 2.793 -0.658 1.229 0.9120 -0.8850 1.6012
H 0.066 -0.633 -1.296 -1.7583 0.4726 0.2687
C 2.546 -0.664 -0.796 2.0209 -1.2911 -0.9622
C -2.326 1.250 -2.562 -0.1299 2.4618 -0.6299
H -3.640 1.838 3.118 -0.3364 2.2936 1.1355
H -0.322 -2.275 1.293 1.5010 -2.0765 1.9903
C 0.149 -1.318 -0.455 0.4614 0.3212 0.3645
C 3.458 1.342 0.485 0.5062 0.3804 1.7990
H 3.132 2.031 -0.386 0.8725 -1.1030 1.5764
H -1.783 1.129 2.236 0.6165 -0.5027 0.3366
S -4.038 -1.747 0.214 0.4801 -0.2017 0.0588
```
Positions in Å, forces in eV/Å.

The net charge is 0. The energy above the lowest of the compared OMol25 structures with the same formula, charge and spin comes out at 263.79 kJ/mol. The total energy is -28335.243 eV. The lowest unoccupied orbital energy comes out at -0.37 eV.

Atomic partial charges in e from the natural (NBO) method, atoms 1 to 5: -0.27, 0.21, -0.41, 0.21, 0.21

Record 4
This record from OMol25 describes 2 unconnected molecules or ions with the total composition C7H14O at a distorted geometry. The level of theory is the ωB97M-V functional and the def2-TZVPD basis.

XYZ file:
```
22
Properties=species:S:1:pos:R:3:forces:R:3
C 1.429 1.187 -0.877 0.1578 -0.5892 -0.3331
H -0.735 -0.906 0.747 -0.1002 0.2152 0.1313
H 2.356 -1.586 0.980 0.1513 0.0977 0.1714
H 1.531 1.844 -0.014 -0.0623 -0.0090 0.0882
H 2.184 0.152 1.585 -0.1863 0.1511 -0.0442
H -2.342 0.967 0.463 0.0834 -0.0987 0.1026
H -3.643 -1.743 1.257 0.0890 -0.0312 0.1935
C -3.206 0.372 0.769 0.1809 0.3899 -0.0751
O -1.298 -2.820 1.287 -0.6978 0.2213 0.0616
H 0.379 1.196 -1.183 -0.0179 0.1380 -0.0604
H -0.361 -2.927 1.194 0.7089 -0.1794 -0.0430
H 2.052 2.718 -2.270 -0.0102 -0.0387 -0.0723
C -2.833 -1.046 1.069 -0.3905 0.1290 -0.2821
C 2.319 1.690 -2.016 -0.1803 0.4493 0.1955
C 2.119 -0.548 0.765 0.0108 -0.8374 -0.5082
H 3.361 1.706 -1.697 0.0598 -0.1320 -0.0845
H 2.220 1.090 -2.918 0.0413 -0.1218 -0.0005
C -1.596 -1.502 1.031 0.2371 -0.3231 -0.1528
H -3.647 0.875 1.631 -0.0224 -0.0622 0.0632
C 1.786 -0.227 -0.483 0.2581 1.0547 0.7066
H 1.850 -0.958 -1.277 -0.2203 -0.2004 -0.0518
H -3.927 0.467 -0.045 -0.0901 -0.2232 -0.0060
```
Positions in Å, forces in eV/Å.

The net charge is 0. The energy above the lowest of the compared OMol25 structures with the same formula, charge and spin comes out at 167.98 kJ/mol. The total energy is -9532.026 eV. The lowest unoccupied orbital energy comes out at 0.92 eV.

Atomic partial charges in e from the natural (NBO) method, atoms 1 to 5: -0.44, 0.17, 0.19, 0.20, 0.20

Record 5
This record from OMol25 describes 3 unconnected molecules or ions with the total composition C3H13NO3 at a distorted geometry. The level of theory is the ωB97M-V functional and the def2-TZVPD basis.

XYZ file:
```
20
Properties=species:S:1:pos:R:3:forces:R:3
O -1.036 0.575 1.857 0.2889 0.2487 0.1636
H -0.634 2.148 -0.388 0.2406 0.0014 -0.4440
H -2.073 1.260 -0.300 -0.0811 -0.4298 -0.2086
H -0.516 -0.785 0.401 0.1000 -0.0200 -0.2118
H -2.729 0.533 -2.562 -0.0054 0.0561 -0.1240
C -1.008 1.130 -0.524 -0.0924 0.0786 0.8245
H 2.544 -4.028 -1.839 -0.7088 -0.5274 0.9588
H -0.781 -0.563 -1.829 0.0625 -0.0863 -0.0009
N -1.832 0.870 -2.900 -0.1414 -0.2690 0.3406
C -0.412 0.284 0.598 -0.2796 0.0881 0.5413
H -1.927 1.875 -2.981 0.0934 0.0393 -0.0005
H 1.102 1.650 4.502 0.0546 -0.0588 0.0366
H 0.123 0.841 -2.368 0.5431 -0.0539 0.2110
H 0.641 0.514 0.758 0.0878 -0.1349 -0.2010
O 2.989 -3.583 -2.537 0.7400 0.3921 -0.8681
C -0.799 0.524 -1.902 -0.6369 0.5722 -0.7023
H -1.744 -0.046 2.028 -0.1491 -0.0937 -0.1384
H 0.894 0.160 4.653 -0.0445 -0.0902 -0.0482
H 3.777 -4.120 -2.682 -0.0325 0.1363 -0.0863
O 1.463 0.875 4.946 -0.0392 0.1513 -0.0425
```
Positions in Å, forces in eV/Å.

The net charge is 0. The energy above the lowest of the compared OMol25 structures with the same formula, charge and spin comes out at 95.43 kJ/mol. The total energy is -10953.783 eV. The lowest unoccupied orbital energy comes out at 0.64 eV.

Atomic partial charges in e from the natural (NBO) method, atoms 1 to 5: -0.74, 0.21, 0.20, 0.16, 0.34